No. 1
{"formula": "C13H18N2O", "method": "the ωB97M-V functional and the def2-TZVPD basis", "elements": ["O", "C", "C", "C", "C", "C", "C", "C", "C", "C", "N", "N", "C", "C", "C", "C", "H", "H", "H", "H", "H", "H", "H", "H", "H", "H", "H", "H", "H", "H", "H", "H", "H", "H"], "coordinates": [[1.6179, 0.0507, 4.9013], [1.5333, 0.1407, 3.6659], [-1.2907, -1.1964, -4.7897], [-0.4401, -1.2080, -3.6562], [-0.1137, 1.5057, -0.5299], [-1.0365, -0.4769, 0.3224], [0.4464, 1.8484, 0.7488], [-0.5821, -0.2410, 1.6306], [-0.8472, 0.3327, -0.7303], [0.1657, 0.9516, 1.7461], [1.9840, -0.9960, 2.9927], [-1.3238, 0.0396, -1.9150], [1.0108, -1.2889, -3.7751], [-1.1006, -1.2929, -2.4217], [-0.3596, 1.7701, 3.9840], [0.8168, 1.2911, 2.9985], [-2.3383, -0.9679, -4.6484], [-0.8675, -1.1612, -5.7333], [-0.0512, 2.2700, -1.2866], [-1.6560, -1.4043, 0.1239], [1.1942, 2.7587, 0.8486], [-0.8445, -0.8492, 2.4949], [2.0621, -0.9825, 1.9486], [2.4031, -1.7043, 3.5514], [-1.4938, 0.7572, -2.5965], [1.5027, -0.7808, -2.8691], [1.2616, -2.4085, -3.6026], [1.4395, -0.9018, -4.6949], [-0.5344, -1.9804, -1.7617], [-2.0372, -1.7451, -2.5869], [-0.9662, 2.6090, 3.5364], [-0.0084, 2.1578, 4.9877], [-1.1259, 1.0536, 4.1845], [1.5797, 2.0493, 2.9317]], "forces_ev_per_a": [[-0.03, 0.94, -1.29], [0.23, -2.85, 2.75], [2.21, 0.74, 4.39], [-2.34, -0.26, -6.99], [0.67, 1.61, 1.75], [-1.56, -3.82, 3.01], [-0.23, 0.07, -3.22], [0.02, 1.73, -2.12], [2.20, 3.65, 1.66], [1.15, -0.37, 0.59], [-0.68, 2.29, -2.58], [-1.21, -1.11, -2.23], [1.82, -1.29, 2.26], [-0.76, -0.37, 2.17], [0.87, 2.19, 0.49], [-1.37, -0.39, 3.25], [-0.15, -0.54, -0.11], [0.58, 0.14, -1.86], [0.19, -0.18, -0.61], [0.72, 1.11, 0.41], [-1.95, -2.02, -0.02], [0.26, 0.03, -0.39], [-0.06, -0.30, 1.71], [0.33, -0.23, 0.19], [0.38, -0.02, -0.09], [-0.58, -0.47, -1.33], [0.03, 1.66, -0.55], [-0.06, -0.19, -0.02], [-0.27, 0.86, 0.26], [-1.24, -0.90, -0.01], [1.00, -0.60, 0.02], [-0.09, -0.61, -1.20], [-0.05, -1.11, -0.01], [-0.01, 0.62, -0.29]], "nbo_charge": [-0.63, 0.68, -0.42, 0.03, -0.26, -0.25, -0.19, -0.20, 0.21, -0.09, -0.84, -0.62, -0.65, -0.28, -0.59, -0.33, 0.19, 0.19, 0.20, 0.21, 0.23, 0.24, 0.40, 0.41, 0.40, 0.22, 0.22, 0.23, 0.21, 0.20, 0.21, 0.23, 0.21, 0.24], "smiles": "C=C(C)CNc1ccc([C@@H](C)C(N)=O)cc1", "relative_energy_kj_mol": 305.2, "homo_lumo_gap_ha": 0.31246}

No. 2
{"formula": "C13H18N2O3S2", "method": "the ωB97M-V functional and the def2-TZVPD basis", "elements": ["C", "H", "H", "H", "S", "O", "O", "N", "C", "H", "C", "N", "C", "O", "C", "H", "H", "S", "C", "C", "C", "C", "C", "C", "H", "H", "H", "H", "H", "C", "H", "C", "H", "H", "H", "H", "H", "H"], "coordinates": [[3.8404, 1.7040, -1.7332], [3.9859, 0.8344, -2.3596], [2.8457, 2.1154, -1.8388], [4.5866, 2.4562, -1.9508], [4.0736, 1.2065, -0.0022], [5.3388, 0.5487, 0.1090], [3.7972, 2.3371, 0.8306], [2.9048, 0.0757, 0.3128], [1.5440, 0.5335, 0.4289], [1.5710, 1.5017, 0.9280], [0.7562, -0.4905, 1.2557], [0.8672, -1.7904, 0.6342], [-0.0850, -2.4532, -0.0620], [0.1503, -3.4823, -0.6634], [-1.4984, -1.8946, -0.0209], [-1.8143, -1.6708, 0.9974], [-2.1555, -2.6375, -0.4735], [-1.5878, -0.3537, -1.0084], [-3.0584, 0.4220, -0.3854], [-4.1030, -0.2873, 0.1883], [-5.2220, 0.3920, 0.6391], [-5.3109, 1.7668, 0.5091], [-4.2714, 2.4696, -0.0793], [-3.1458, 1.8031, -0.5227], [-2.3283, 2.3405, -0.9783], [-4.3340, 3.5419, -0.1880], [-6.1877, 2.2883, 0.8613], [-6.0314, -0.1642, 1.0882], [-4.0604, -1.3614, 0.2792], [2.2446, -2.2343, 0.5275], [2.2483, -3.2145, 0.0495], [3.0381, -1.2219, -0.3019], [4.0996, -1.4674, -0.3115], [2.6467, -1.2197, -1.3310], [2.6721, -2.3034, 1.5311], [-0.2798, -0.1732, 1.3423], [1.1972, -0.5524, 2.2559], [1.0654, 0.6354, -0.5575]], "forces_ev_per_a": [[0.10, -0.31, 0.97], [0.01, -0.17, -0.13], [-0.20, 0.07, -0.03], [0.15, 0.13, 0.01], [-0.11, 0.06, -0.28], [0.04, -0.21, -0.26], [-0.26, 0.14, -0.12], [0.75, 0.62, -0.04], [-0.52, 0.30, 0.27], [-0.21, -0.03, 0.00], [0.00, 0.43, -0.05], [0.30, -0.01, 0.15], [-0.35, -0.04, 0.10], [-0.07, -0.20, -0.26], [-0.25, 0.31, -0.37], [0.00, -0.02, 0.04], [0.15, 0.00, 0.19], [-0.11, -0.16, -0.02], [0.29, -0.22, -0.06], [0.01, 0.00, 0.01], [-0.08, 0.00, 0.05], [-0.07, 0.02, 0.02], [-0.04, 0.05, -0.02], [0.03, -0.10, -0.02], [0.10, 0.11, -0.02], [-0.01, 0.10, -0.01], [-0.07, 0.05, 0.03], [-0.08, -0.03, 0.04], [0.02, -0.09, 0.00], [0.24, -0.13, -0.30], [0.06, 0.14, 0.10], [0.20, -0.59, -0.05], [-0.08, -0.18, -0.07], [0.03, -0.03, 0.03], [0.02, -0.01, -0.04], [0.06, -0.04, 0.01], [-0.06, 0.05, -0.03], [0.03, 0.01, 0.12]], "nbo_charge": [-0.88, 0.24, 0.24, 0.26, 2.33, -0.94, -0.94, -0.69, -0.25, 0.25, -0.22, -0.44, 0.67, -0.61, -0.62, 0.24, 0.25, 0.24, -0.18, -0.19, -0.21, -0.22, -0.19, -0.23, 0.22, 0.22, 0.22, 0.22, 0.21, -0.23, 0.26, -0.24, 0.25, 0.18, 0.20, 0.23, 0.21, 0.19], "smiles": "CS(=O)(=O)N1CCN(C(=O)CSc2ccccc2)CC1", "relative_energy_kj_mol": 72.4, "homo_lumo_gap_ha": 0.33583}

No. 3
{"formula": "C13H18N2O4S", "method": "the ωB97M-V functional and the def2-TZVPD basis", "elements": ["C", "H", "O", "C", "C", "N", "S", "O", "O", "C", "C", "C", "C", "C", "C", "H", "H", "C", "H", "C", "C", "O", "N", "H", "C", "H", "H", "H", "H", "H", "H", "H", "H", "H", "H", "H", "H", "H"], "coordinates": [[-5.8446, -2.0763, 0.5823], [-5.0211, -2.7772, 0.4115], [-5.9242, -1.0997, -0.4307], [-4.9102, -0.1299, -0.3863], [-3.5333, -0.6439, -0.8394], [-2.5305, 0.3984, -0.8176], [-2.0296, 0.9047, 0.7152], [-2.3647, -0.1151, 1.6639], [-2.4915, 2.2460, 0.9377], [-0.2631, 0.9290, 0.4634], [0.3502, 2.0935, 0.0496], [1.7153, 2.0931, -0.1826], [2.4636, 0.9353, -0.0012], [1.8236, -0.2278, 0.4213], [0.4599, -0.2323, 0.6520], [-0.0540, -1.1170, 0.9913], [2.3951, -1.1304, 0.5747], [3.9478, 0.9395, -0.2647], [4.2581, 1.9568, -0.5088], [4.7416, 0.3857, 0.9272], [5.0500, -1.0609, 0.5660], [5.4730, -1.9229, 1.2962], [4.7626, -1.2112, -0.7451], [4.9485, -2.0688, -1.2381], [4.3106, -0.0228, -1.4195], [3.4459, -0.2366, -2.0541], [5.1072, 0.3983, -2.0462], [4.1933, 0.4417, 1.8657], [5.6900, 0.9091, 1.0578], [2.2038, 3.0016, -0.5032], [-0.2459, 2.9841, -0.0689], [-2.8041, 1.2093, -1.3543], [-3.5958, -1.0587, -1.8493], [-3.1801, -1.4136, -0.1523], [-4.8033, 0.2845, 0.6273], [-5.2409, 0.6668, -1.0607], [-5.7154, -1.6132, 1.5662], [-6.7879, -2.6191, 0.5539]], "forces_ev_per_a": [[0.00, -0.03, 0.02], [-0.02, -0.01, 0.04], [-0.03, 0.02, -0.19], [0.18, 0.03, -0.06], [-0.59, -0.44, 0.22], [0.29, 0.37, 0.79], [0.18, 0.21, -0.67], [0.15, -0.28, -0.17], [0.23, 0.03, -0.22], [-0.48, 0.10, 0.18], [-0.11, 0.12, 0.04], [0.00, -0.14, 0.01], [0.01, 0.15, -0.05], [-0.14, 0.08, 0.01], [0.05, -0.15, 0.06], [0.02, -0.18, 0.05], [0.01, -0.13, 0.04], [-0.05, 0.03, 0.03], [-0.04, -0.08, -0.01], [0.06, 0.05, 0.02], [0.01, 0.16, 0.23], [0.15, -0.23, 0.32], [-0.15, -0.19, -0.49], [0.06, -0.04, 0.16], [0.09, 0.24, -0.38], [0.08, 0.08, 0.03], [-0.12, 0.00, 0.02], [0.06, -0.04, 0.02], [0.03, -0.03, 0.03], [0.05, 0.09, -0.02], [0.00, 0.17, -0.03], [0.06, 0.25, -0.04], [0.05, 0.01, 0.11], [-0.13, -0.14, -0.18], [-0.10, 0.00, -0.09], [0.10, 0.02, 0.09], [-0.01, -0.02, 0.02], [0.07, -0.05, 0.08]], "nbo_charge": [-0.25, 0.16, -0.53, -0.08, -0.26, -0.85, 2.30, -0.94, -0.94, -0.33, -0.18, -0.21, 0.00, -0.18, -0.18, 0.24, 0.22, -0.25, 0.22, -0.51, 0.67, -0.60, -0.62, 0.41, -0.20, 0.20, 0.19, 0.24, 0.24, 0.22, 0.24, 0.40, 0.21, 0.22, 0.18, 0.18, 0.17, 0.19], "smiles": "COCCNS(=O)(=O)c1ccc([C@@H]2CNC(=O)C2)cc1", "relative_energy_kj_mol": 41.7, "homo_lumo_gap_ha": 0.36435}